The following is a quantum chemistry calculation of a molecular structure, C28H38IrN2O5P in a non-equilibrium geometry, from the OMol25 dataset.

Net charge: +3
Energy relative to the best compared isomer or geometry (same formula, charge and spin), eV: 0.000
Lowest unoccupied orbital energy (alpha / beta), eV: -10.495 / -12.871
F_max, eV/A: 3.53
Multiplicity: 2
Frontier orbital gap (alpha / beta), hartree: 0.2488 / 0.1615
Expectation value of S²: 0.77

CARTESIAN COORDINATES (ANGSTROEM)
Ir  0.20030  -1.23267  0.95909
C  -3.89705  4.04173  -1.43764
C  -3.64163  3.87520  0.07112
C  -4.99690  3.77064  0.78399
C  -2.90254  5.10366  0.63265
C  -2.79355  2.64056  0.26208
C  -3.26270  1.48886  0.89670
C  -2.43399  0.39217  1.01508
N  -1.18251  0.39379  0.54845
C  -0.69862  1.48326  -0.08581
C  -1.48720  2.60189  -0.24423
C  0.68302  1.35052  -0.57243
C  1.32579  2.28090  -1.36589
C  2.63989  2.06858  -1.79331
C  3.25752  0.88144  -1.38471
C  2.56654  -0.01588  -0.60375
N  1.30739  0.21441  -0.20914
C  3.37350  3.05475  -2.67541
C  3.69597  2.34805  -4.00527
C  2.53378  4.30087  -2.98670
C  4.66098  3.49812  -1.96341
H  -4.52476  4.91679  -1.59975
H  -4.41176  3.17211  -1.84989
H  -2.97047  4.17809  -1.99940
H  -5.54431  4.70291  0.66277
H  -4.87037  3.60878  1.85623
H  -5.61224  2.97989  0.34979
H  -3.54871  5.97596  0.55741
H  -1.98817  5.32113  0.07615
H  -2.64101  4.96461  1.68251
H  -4.26283  1.42651  1.29909
H  -2.78513  -0.52246  1.47683
H  -1.09604  3.46523  -0.76196
H  0.80426  3.17856  -1.65829
H  4.27270  0.64452  -1.66839
H  3.01858  -0.94625  -0.28556
H  2.78471  2.01895  -4.50756
H  4.32859  1.47237  -3.84903
H  4.22098  3.03582  -4.66598
H  1.62093  4.04228  -3.52811
H  3.10370  4.97281  -3.62515
H  2.28861  4.85354  -2.07670
H  5.33344  2.65687  -1.78583
H  4.44430  3.96034  -0.99906
H  5.18617  4.22611  -2.57921
C  2.35813  -1.84361  5.04293
O  1.95677  -1.53177  3.66730
P  0.76182  -2.26095  2.98092
O  1.18778  -3.77087  2.73921
C  2.48269  -4.14930  2.22164
O  -0.35118  -2.40804  4.06444
C  -1.78499  -2.31489  3.89584
H  3.36156  -1.44678  5.14867
H  2.34983  -2.91940  5.20830
H  1.68332  -1.35478  5.73938
H  3.28033  -3.61378  2.73395
H  2.53885  -3.95443  1.15253
H  2.58362  -5.21471  2.40627
H  -2.22109  -2.81448  4.75512
H  -2.11240  -2.80937  2.98205
H  -2.08422  -1.26825  3.90351
O  -1.29394  -2.84680  0.43128
C  -0.39766  -3.52331  -0.14460
O  0.76998  -3.03849  -0.21882
C  -0.69068  -4.86323  -0.71513
C  0.32716  -5.64047  -1.25909
C  0.03722  -6.90738  -1.85592
C  -1.24938  -7.41601  -1.83691
C  -2.26460  -6.64193  -1.29583
C  -1.98059  -5.37412  -0.69669
H  1.34680  -5.27727  -1.21025
H  0.82429  -7.46590  -2.34835
H  -1.46575  -8.37707  -2.28271
H  -3.28762  -6.99419  -1.35908
H  -2.76521  -4.80472  -0.21232

The following is a quantum chemistry calculation of C7H12O2S in the gas phase in a non-equilibrium geometry, from the OMol25 dataset.

Net charge: 0
Energy relative to the best compared isomer or geometry (same formula, charge and spin), eV: 0.000
Lowest unoccupied orbital energy (alpha / beta), eV: 0.652 / -3.207
F_max, eV/A: 5.27
Multiplicity: 3
Frontier orbital gap (alpha / beta), hartree: 0.1998 / 0.2442
Expectation value of S²: 2.01

CARTESIAN COORDINATES (ANGSTROEM)
C  2.90864  0.06667  -0.14312
C  2.24673  1.35277  0.13227
C  0.69333  1.29819  -0.27968
C  0.24799  -0.01925  0.23980
C  -1.34772  -2.06922  0.07761
C  -2.09454  0.41641  -0.23030
C  -1.02546  -0.58240  -0.44318
O  4.07342  -0.02349  -0.29375
O  0.05152  0.12365  1.64947
S  1.81619  -1.29307  -0.03891
H  2.30463  1.55578  1.13217
H  2.81859  2.18338  -0.45937
H  0.01584  2.08492  0.12902
H  0.67849  1.32312  -1.30785
H  -2.43887  -2.09301  0.10652
H  -0.89558  -2.52843  0.93188
H  -1.05878  -2.65549  -0.80430
H  -3.08159  0.03730  -0.83600
H  -1.86323  1.32745  -0.67294
H  -2.33653  0.56060  0.76525
H  -0.89913  -0.82522  -1.53547
H  -0.81395  -0.24066  1.88089

The following is a quantum chemistry calculation of a gas-phase ion, C4H6NO2 (charge +1) in a non-equilibrium geometry, from the OMol25 dataset.

Net charge: +1
Energy relative to the best compared isomer or geometry (same formula, charge and spin), eV: 5.504
Lowest unoccupied orbital energy (alpha / beta), eV: -7.301 / -7.300
F_max, eV/A: 4.58
Frontier orbital gap (alpha / beta), hartree: 0.2274 / 0.2274

CARTESIAN COORDINATES (ANGSTROEM)
C  0.68747  -1.11068  0.03489
C  1.53844  0.04306  0.35805
C  2.80788  0.11637  0.07138
C  -2.32896  0.74138  -0.20861
N  -1.00716  0.42169  -0.01832
O  3.90521  0.37517  -0.10032
O  -0.63881  -0.75120  -0.24941
H  1.05275  -1.70928  -1.02033
H  0.79356  -1.89964  0.86303
H  1.26783  1.00275  0.84253
H  -3.05984  0.86168  0.73851
H  -2.81942  0.15308  -0.88534
H  -2.19896  1.75562  -0.42605

The following is a quantum chemistry calculation of 2 unconnected molecules or ions with the total composition C4H5N2OS in a non-equilibrium geometry, from the OMol25 dataset.

Net charge: -1
Energy relative to the best compared isomer or geometry (same formula, charge and spin), eV: 3.078
Lowest unoccupied orbital energy (alpha / beta), eV: 3.134 / 3.134
F_max, eV/A: 2.93
Frontier orbital gap (alpha / beta), hartree: 0.1875 / 0.1876

CARTESIAN COORDINATES (ANGSTROEM)
C  3.29226  0.37745  -0.42104
C  -0.03942  0.25357  0.28526
C  -0.67362  -0.55752  -0.87664
C  0.97350  -0.76367  0.77077
N  0.21294  -1.75543  -1.02489
N  1.04084  -1.78075  -0.08387
O  2.83112  1.18605  -1.13276
S  4.51200  -0.32577  0.29752
H  0.54966  1.20576  -0.20883
H  -0.66147  0.50602  1.14227
H  -1.58632  -0.84127  -0.46218
H  -0.73460  0.06838  -1.72920
H  1.85536  -0.50735  1.34682

The following is a quantum chemistry calculation of a molecular structure, C58H64GeN9O2P2Rb, from the OMol25 dataset.

Net charge: -1
Energy relative to the best compared isomer or geometry (same formula, charge and spin), eV: 2.782
Lowest unoccupied orbital energy (alpha / beta), eV: 1.968 / 1.086
F_max, eV/A: 0.76
Multiplicity: 2
Frontier orbital gap (alpha / beta), hartree: 0.2038 / 0.1713
Expectation value of S²: 0.75

CARTESIAN COORDINATES (ANGSTROEM)
Rb  -0.16414  0.51949  -0.20701
C  1.81413  -3.99826  2.02354
P  0.94738  -2.40637  2.33726
C  1.57048  -2.08873  4.04214
C  -0.75174  -2.96935  2.81546
C  -1.08338  -4.32234  2.91679
C  -2.36064  -4.72570  3.27364
C  -3.33843  -3.77805  3.54833
C  -3.02058  -2.43411  3.45566
C  -1.74403  -2.01268  3.08464
P  -1.33319  -0.22613  2.94176
C  -1.61963  0.31266  4.67878
C  -2.81515  0.47279  2.12981
H  2.86349  -3.75709  1.83086
H  1.41093  -4.47432  1.12589
H  1.77090  -4.70256  2.85751
H  1.32952  -2.92013  4.70788
H  1.11322  -1.17772  4.42812
H  2.65045  -1.93835  4.02348
H  -0.34850  -5.08352  2.68880
H  -2.59422  -5.78294  3.33081
H  -4.34345  -4.08251  3.81314
H  -3.78795  -1.69320  3.65233
H  -2.62850  0.07380  5.02503
H  -1.47995  1.39552  4.72575
H  -0.89677  -0.15800  5.34806
H  -3.71572  0.32944  2.73505
H  -2.96785  0.01256  1.13569
H  -2.66410  1.54898  1.99820
N  -1.14530  -3.56156  -0.26167
C  -0.15058  -3.66832  -1.14977
N  0.19565  -4.89138  -1.58085
C  1.13284  -4.88908  -2.51841
N  1.58627  -6.10764  -2.94791
N  1.69134  -3.80855  -3.07723
C  1.30340  -2.65614  -2.52534
N  0.45448  -2.52398  -1.52527
C  1.86843  -1.39892  -3.10939
C  2.73632  -1.44655  -4.19178
C  3.22041  -0.25165  -4.70185
C  2.81081  0.93841  -4.12746
C  1.93307  0.87991  -3.05530
N  1.48382  -0.25793  -2.54335
H  -1.72219  -4.37804  -0.14024
H  -1.64260  -2.66576  -0.22948
H  0.97531  -6.88349  -2.75898
H  2.05599  -6.09848  -3.83701
H  3.01300  -2.40415  -4.60660
H  3.90098  -0.25422  -5.54420
H  3.14311  1.89665  -4.50529
H  1.55324  1.78771  -2.59567
C  0.98448  5.80882  2.90425
C  0.11011  5.28113  1.75362
C  -1.33559  5.76221  1.92968
C  0.68486  5.73139  0.40520
C  0.14215  3.80908  1.81989
N  0.16433  2.66540  1.95751
H  0.97721  6.90121  2.88062
H  2.01376  5.46800  2.80163
H  0.59881  5.48215  3.87209
H  -1.34153  6.85541  1.89671
H  -1.73358  5.44573  2.89641
H  -1.96431  5.36784  1.13469
H  0.69385  6.82378  0.37487
H  0.07083  5.35863  -0.41178
H  1.70703  5.37435  0.28012
O  -1.96309  3.76260  -0.31687
C  -1.78322  3.52897  -1.50985
N  -1.05632  2.51418  -2.03922
C  -1.07946  2.62789  -3.40635
O  -0.52137  1.90543  -4.21514
C  -1.90919  3.83415  -3.79749
C  -2.23578  4.37973  -5.02064
C  -3.02485  5.52980  -5.01891
C  -3.46139  6.09872  -3.82576
C  -3.12356  5.53342  -2.59650
C  -2.34346  4.39658  -2.61604
H  -1.89135  3.92481  -5.94128
H  -3.30802  5.99035  -5.95797
H  -4.07596  6.99079  -3.85885
H  -3.45996  5.96063  -1.65938
C  5.52660  -2.11952  -1.73505
C  4.36423  -2.50482  -1.07841
C  3.63375  -1.57222  -0.35553
C  4.05832  -0.24550  -0.27159
C  5.22050  0.13361  -0.94441
C  5.95170  -0.79829  -1.67214
Ge  3.06470  1.04155  0.80766
C  3.43068  0.67296  2.69424
C  2.64466  1.17538  3.73215
C  3.00163  0.95737  5.05692
C  4.14395  0.23062  5.36549
C  4.92625  -0.28836  4.34111
C  4.56915  -0.07031  3.01619
C  3.64337  2.86147  0.39614
C  3.72707  3.32544  -0.91802
C  4.17671  4.60923  -1.19691
C  4.55244  5.45547  -0.16147
C  4.46997  5.00992  1.15201
C  4.01789  3.72539  1.42776
H  6.09289  -2.84572  -2.30529
H  4.00948  -3.52657  -1.14746
H  2.70832  -1.87337  0.12789
H  5.55695  1.16673  -0.90935
H  6.85080  -0.49074  -2.19192
H  1.73781  1.72226  3.50172
H  2.37671  1.35005  5.84994
H  4.41891  0.06179  6.39920
H  5.81406  -0.86472  4.57051
H  5.18677  -0.48504  2.22547
H  3.44424  2.67787  -1.74044
H  4.23116  4.94597  -2.22481
H  4.90467  6.45672  -0.37589
H  4.76059  5.66250  1.96647
H  3.96879  3.39151  2.45961
C  -6.06896  -0.16325  0.04474
N  -6.25163  -1.59361  0.22793
C  -7.08779  -2.13078  -0.82407
C  -4.97129  -2.30997  0.34309
C  -4.05860  -2.22827  -0.86742
C  -4.26549  -3.15362  -1.89546
C  -3.53800  -3.08183  -3.07876
C  -2.61957  -2.04671  -3.22227
C  -2.42050  -1.15804  -2.16927
C  -3.07761  -1.20195  -0.91696
H  -7.04935  0.32244  0.04961
H  -5.55040  0.09159  -0.88892
H  -5.47734  0.24213  0.86452
H  -8.07030  -1.65224  -0.78134
H  -7.22357  -3.20563  -0.67676
H  -6.67398  -1.97806  -1.83364
H  -5.22212  -3.35157  0.58147
H  -4.44721  -1.88486  1.19917
H  -5.00960  -3.94190  -1.77540
H  -3.69413  -3.80806  -3.87022
H  -2.04567  -1.94299  -4.14154
H  -1.66603  -0.38569  -2.33116

The following is a quantum chemistry calculation of CH3P in the gas phase in a non-equilibrium geometry, from the OMol25 dataset.

Net charge: 0
Energy relative to the best compared isomer or geometry (same formula, charge and spin), eV: 0.603
Lowest unoccupied orbital energy, eV: 0.220
F_max, eV/A: 5.87
Frontier orbital gap, hartree: 0.3716
Structure (SMILES): C=P

CARTESIAN COORDINATES (ANGSTROEM)
C  0.37904  -0.50025  -0.06235
P  -1.20523  0.04634  -0.07317
H  0.53129  -1.52822  -0.08106
H  1.14460  0.52235  0.08280
H  -0.84970  1.45978  0.13378

| no. | total energy (a.u.) |
| --- | --- |
| 1 | -2020.2137 |
| 2 | -822.3741 |
| 3 | -360.7717 |
| 4 | -738.3011 |
| 5 | -5675.6773 |
| 6 | -381.1657 |